13
Properties=species:S:1:pos:R:3:forces:R:3 method="wB97M-V/def2-TZVPD" energy_ev=-7334.0488 smiles="C=CCO.O" relative_energy_kcal_mol=46.2 homo_lumo_gap_ha=0.38840 charge=0 e_homo_ev=-9.789
C 0.355 -1.456 -0.359 0.2 0.2 -0.5
C 0.344 -0.175 -0.758 -0.6 -1.4 0.2
C -0.952 0.556 -0.960 -1.2 1.3 -1.5
O -1.370 1.090 0.291 -0.2 0.5 0.7
H 1.243 -2.028 -0.075 0.0 0.5 -0.2
H -0.547 -2.047 -0.300 -0.3 0.1 -0.1
H 1.246 0.421 -0.756 0.1 -0.1 -0.1
H -0.841 1.420 -1.765 -0.2 -1.7 1.5
H -1.896 -0.038 -1.212 1.8 0.2 -0.2
H -0.997 1.955 0.478 0.2 0.0 -0.3
O 1.525 0.241 1.763 -1.5 -0.4 0.8
H 1.203 -0.703 1.742 0.4 1.7 0.0
H 0.687 0.764 1.912 1.3 -1.0 -0.3

10
Properties=species:S:1:pos:R:3:forces:R:3 method="wB97M-V/def2-TZVPD" energy_ev=-25073.8750 smiles="S=c1[nH][nH]cc1I" relative_energy_kcal_mol=26.6 homo_lumo_gap_ha=0.31208 charge=0 e_homo_ev=-8.112
S -1.200 -2.558 -0.028 -0.2 -0.6 0.0
C -0.425 -1.144 -0.020 -1.4 4.1 -0.1
N 0.886 -0.861 -0.023 -0.1 0.2 -0.1
N 1.188 0.491 0.170 0.4 -0.1 0.2
C 0.016 1.211 0.060 -0.3 -0.2 0.0
C -1.067 0.436 -0.005 1.2 -3.5 -0.1
I -3.077 0.882 -0.035 0.5 -0.1 0.0
H 1.596 -1.565 0.119 0.0 0.2 0.1
H 2.016 0.826 -0.308 -0.2 -0.2 -0.1
H 0.066 2.282 0.070 0.1 0.3 0.0